Model one:
{"formula": "CH3N3O3", "method": "wB97M-V/def2-TZVPD", "symbols": ["C", "N", "N", "N", "O", "O", "O", "H", "H", "H"], "coordinates": [[-1.652, 0.532, 0.120], [-0.468, 0.654, 0.641], [0.850, 0.167, -0.572], [1.542, -0.899, -0.141], [-1.928, 0.235, -1.049], [1.502, -1.184, 1.001], [2.224, -1.420, -1.001], [-2.307, 1.059, 0.908], [0.005, 1.022, 1.474], [0.233, -0.167, -1.383]], "lowdin_charge": [-0.43, 0.16, 0.20, -0.55, -0.01, 0.10, 0.08, 0.16, 0.14, 0.15], "gap_ev": 10.029, "homo_energy_ev": -10.875}

Model two:
{"formula": "CH3N3O3", "method": "wB97M-V/def2-TZVPD", "symbols": ["O", "C", "N", "N", "N", "O", "O", "H", "H", "H"], "coordinates": [[0.007, 1.802, 1.488], [0.140, 1.722, 0.296], [-0.165, 0.646, -0.564], [-0.648, -0.521, 0.072], [0.005, -1.728, -0.228], [0.810, -1.681, -1.115], [-0.304, -2.661, 0.465], [0.548, 2.546, -0.249], [0.563, 0.468, -1.205], [-0.957, -0.591, 1.040]], "lowdin_charge": [0.06, -0.31, 0.06, 0.08, -0.45, 0.08, 0.09, 0.12, 0.11, 0.16], "gap_ev": 10.554, "homo_energy_ev": -10.228, "smiles": "O=CNN[N+](=O)[O-]"}

Which structure wins on stability? model two wins.

Model one:
{"formula": "C8H8", "method": "wB97M-V/def2-TZVPD", "symbols": ["C", "C", "C", "C", "C", "C", "H", "H", "H", "H", "H", "H", "C", "C", "H", "H"], "coordinates": [[1.948, -0.817, -1.089], [1.142, 0.131, -1.753], [0.252, 0.902, -1.089], [0.131, 0.765, 0.277], [1.030, -0.114, 0.911], [1.780, -1.016, 0.292], [2.612, -1.640, -1.582], [1.277, 0.208, -2.933], [-0.687, 1.445, -1.542], [-0.706, 1.119, 0.911], [1.117, -0.257, 2.039], [2.407, -1.762, 0.780], [-3.505, 0.303, 1.570], [-2.600, 0.351, 0.849], [-4.366, 0.259, 2.301], [-1.834, 0.120, 0.059]], "lowdin_charge": [-0.09, -0.13, -0.15, -0.15, -0.12, -0.13, 0.13, 0.14, 0.15, 0.06, 0.13, 0.11, 0.00, -0.06, 0.06, 0.05], "gap_ev": 10.277, "homo_energy_ev": -9.269, "smiles": "c1ccccc1.C#C"}

Model two:
{"formula": "C8H8", "method": "wB97M-V/def2-TZVPD", "symbols": ["C", "C", "C", "C", "C", "C", "C", "C", "H", "H", "H", "H", "H", "H", "H", "H"], "coordinates": [[0.730, 2.674, -0.052], [0.432, 1.514, -0.028], [0.287, 0.099, 0.046], [1.599, -0.611, 0.095], [2.651, -1.133, -0.003], [-0.611, -0.494, -1.066], [-1.773, -0.499, -0.049], [-0.715, -0.368, 1.143], [0.915, 3.742, 0.023], [3.634, -1.560, 0.000], [-0.710, 0.052, -2.043], [-0.312, -1.460, -1.352], [-2.384, 0.406, -0.099], [-2.421, -1.378, -0.072], [-0.401, -1.357, 1.531], [-0.921, 0.373, 1.924]], "lowdin_charge": [0.15, -0.10, -0.50, -0.07, 0.12, -0.12, -0.14, -0.07, 0.04, 0.03, 0.13, 0.09, 0.10, 0.10, 0.12, 0.11], "gap_ev": 10.874, "homo_energy_ev": -9.862, "smiles": "C#CC1(C#C)CCC1"}

Which structure wins on stability? model one wins.

Model one:
{"formula": "C3H3Cl", "method": "wB97M-V/def2-TZVPD", "symbols": ["C", "C", "C", "Cl", "H", "H", "H"], "coordinates": [[-1.295, 1.493, 0.002], [-0.621, 0.502, 0.057], [1.449, -0.725, -0.173], [2.466, 0.595, 0.078], [-1.918, 2.348, -0.022], [1.277, -1.304, 0.645], [1.670, -1.207, -1.031]], "lowdin_charge": [-0.11, -0.09, -0.40, 0.63, -0.01, -0.02, -0.01], "gap_ev": 8.425, "homo_energy_ev": -9.791}

Model two:
{"formula": "C3H3Cl", "method": "wB97M-V/def2-TZVPD", "symbols": ["C", "C", "C", "Cl", "H", "H", "H"], "coordinates": [[1.506, 0.694, 1.112], [0.744, -0.047, 0.532], [-1.388, 0.407, -1.298], [-0.728, 1.579, -2.155], [2.343, 1.326, 1.269], [-1.290, -0.535, -1.638], [-1.948, 0.824, -0.486]], "lowdin_charge": [-0.19, -0.15, -0.41, 0.78, -0.03, -0.02, 0.03], "gap_ev": 6.509, "homo_energy_ev": -8.963}

Which structure wins on stability? model one wins.

Model one:
{"formula": "C2F3OP", "method": "wB97M-V/def2-TZVPD", "symbols": ["C", "C", "O", "F", "F", "F", "P"], "coordinates": [[-1.106, -0.167, 0.017], [0.160, 0.187, -0.037], [2.829, 0.311, -0.290], [-1.434, -1.449, 0.027], [-2.171, 0.582, 0.031], [0.545, 2.016, 0.126], [1.810, -0.624, 0.120]], "lowdin_charge": [-0.43, -0.11, -0.44, 0.15, 0.20, -0.25, 0.88], "gap_ev": 8.947, "homo_energy_ev": -10.765}

Model two:
{"formula": "C2F3OP", "method": "wB97M-V/def2-TZVPD", "symbols": ["C", "C", "O", "F", "F", "F", "P"], "coordinates": [[0.443, -0.854, -0.446], [-0.106, 0.257, -0.030], [-0.422, 2.725, 1.180], [1.665, -1.152, 0.012], [0.055, -1.687, -1.335], [-2.085, -0.903, -0.293], [0.450, 1.614, 0.911]], "lowdin_charge": [-0.48, -0.10, -0.41, 0.13, 0.22, -0.25, 0.88], "gap_ev": [8.232, 7.349], "homo_energy_ev": [-11.164, -10.432]}

Which structure wins on stability? model one wins.

Model one:
{"formula": "C6H12N2O2", "method": "wB97M-V/def2-TZVPD", "symbols": ["C", "C", "C", "N", "C", "N", "H", "H", "H", "H", "H", "H", "H", "H", "C", "C", "O", "H", "H", "H", "O", "H"], "coordinates": [[-1.304, 2.116, -1.295], [-0.217, 1.279, -1.957], [0.699, 0.579, -0.933], [0.009, -0.341, -0.051], [1.827, -0.088, -1.632], [2.723, -0.532, -2.210], [-2.044, 1.481, -0.787], [-0.884, 2.812, -0.554], [-1.838, 2.708, -2.050], [-0.671, 0.514, -2.605], [0.405, 1.916, -2.603], [1.156, 1.340, -0.280], [-0.673, -0.927, -0.520], [-0.900, 0.258, 0.924], [0.671, -1.005, 1.732], [0.443, -2.485, 1.910], [1.736, -0.492, 2.030], [1.351, -3.033, 1.638], [0.203, -2.688, 2.963], [-0.402, -2.831, 1.301], [-0.811, 0.031, 2.353], [-1.476, -0.614, 2.622]], "lowdin_charge": [-0.11, -0.22, -0.40, -0.01, -0.18, 0.15, 0.07, 0.08, 0.08, 0.12, 0.12, 0.15, 0.09, 0.24, -0.35, -0.02, 0.07, 0.10, 0.10, 0.08, -0.18, 0.03], "gap_ev": 10.337, "homo_energy_ev": -9.949}

Model two:
{"formula": "C6H12N2O2", "method": "wB97M-V/def2-TZVPD", "symbols": ["C", "C", "C", "C", "C", "C", "N", "N", "O", "O", "H", "H", "H", "H", "H", "H", "H", "H", "H", "H", "H", "H"], "coordinates": [[-1.342, 0.047, -1.449], [-0.588, 1.692, 0.566], [-1.039, -0.461, 1.174], [-0.420, -0.306, -0.275], [1.717, 0.133, -1.348], [1.478, -1.612, 0.350], [0.792, -0.845, -0.647], [-1.616, 0.889, 1.397], [-1.041, -0.184, -2.567], [-2.409, 0.778, -1.119], [0.379, 2.002, 1.102], [-0.993, 2.558, 0.104], [-1.807, -1.289, 1.385], [-0.336, -0.766, 2.036], [2.224, 0.563, -0.414], [2.521, -0.334, -1.825], [1.252, 0.752, -2.106], [2.088, -1.218, 1.202], [0.727, -2.472, 0.485], [2.262, -2.090, -0.251], [-1.429, 1.233, 2.373], [-2.418, 0.931, -0.172]], "lowdin_charge": [-0.52, -0.03, -0.18, -0.15, -0.01, -0.12, -0.20, -0.13, 0.13, 0.09, 0.08, 0.05, 0.13, 0.12, 0.11, 0.05, 0.09, 0.10, 0.13, 0.08, 0.12, 0.04], "gap_ev": 8.542, "homo_energy_ev": -8.130}

Model three:
{"formula": "C6H12N2O2", "method": "wB97M-V/def2-TZVPD", "symbols": ["C", "N", "C", "C", "C", "O", "C", "C", "N", "H", "H", "H", "H", "H", "H", "H", "H", "H", "H", "O", "H", "H"], "coordinates": [[1.735, -0.636, -2.367], [0.640, 0.163, -1.837], [0.101, -0.277, -0.555], [1.098, -0.259, 0.603], [-0.485, -1.671, -0.785], [-0.402, -2.587, -0.007], [-1.112, 0.653, -0.259], [-1.836, 0.337, 0.976], [-2.438, 0.043, 1.919], [1.404, -1.669, -2.550], [2.043, -0.219, -3.334], [2.625, -0.674, -1.715], [0.944, 1.132, -1.770], [1.491, 0.758, 0.729], [0.625, -0.572, 1.543], [1.936, -0.939, 0.410], [-1.032, -1.774, -1.750], [-0.747, 1.688, -0.185], [-1.821, 0.619, -1.099], [-1.655, 2.198, 4.317], [-2.155, 1.409, 4.058], [-0.959, 2.278, 3.657]], "lowdin_charge": [-0.11, -0.07, -0.53, -0.02, -0.22, 0.09, -0.11, -0.20, 0.17, 0.09, 0.09, 0.08, 0.12, 0.09, 0.09, 0.09, 0.14, 0.13, 0.13, -0.08, 0.01, 0.02], "gap_ev": 10.385, "homo_energy_ev": -9.936, "smiles": "CN[C@](C)(C=O)CC#N.O"}

Model four:
{"formula": "C6H12N2O2", "method": "wB97M-V/def2-TZVPD", "symbols": ["C", "C", "C", "C", "O", "H", "H", "H", "H", "H", "H", "H", "H", "H", "H", "N", "C", "C", "N", "O", "H", "H"], "coordinates": [[-1.370, 0.175, 0.360], [-0.402, -0.834, 0.985], [-0.822, -1.162, 2.414], [1.105, -0.193, 1.067], [-0.387, -2.039, 0.282], [-1.173, 0.305, -0.701], [-2.389, -0.199, 0.453], [-1.299, 1.136, 0.862], [-1.783, -1.669, 2.401], [-0.094, -1.826, 2.871], [-0.909, -0.257, 3.009], [1.740, -1.002, 1.423], [1.657, 0.303, 0.279], [1.049, 0.576, 1.833], [0.068, -1.919, -0.580], [0.918, -1.113, -2.056], [1.043, 0.015, -1.843], [1.035, 1.487, -1.964], [0.297, 1.888, -3.023], [1.601, 2.222, -1.192], [0.226, 2.876, -3.214], [-0.112, 1.230, -3.664]], "lowdin_charge": [-0.03, -0.64, -0.04, -0.02, -0.04, 0.05, 0.08, 0.09, 0.08, 0.08, 0.08, 0.08, 0.03, 0.07, 0.03, 0.22, -0.12, -0.54, 0.19, 0.09, 0.13, 0.12], "gap_ev": 9.676, "homo_energy_ev": -9.674, "smiles": "CC(C)(C)O.N#CC(N)=O"}

Which structure wins on stability? model four wins.